[1]
C34H29BF6N2O2S as an isolated structure. Source: the Open Molecules 2025 dataset; level of theory: ωB97M-V with the def2-TZVPD basis set.

Element x y z (Å)
C1 1.257 4.716 5.411
C2 1.041 3.961 4.165
C3 1.022 4.483 2.876
C4 0.679 3.512 1.895
C5 0.304 2.320 2.476
B1 1.223 0.520 1.724
C6 -0.287 1.109 1.804
C7 -1.189 0.433 2.763
C8 -2.549 0.491 2.610
C9 -3.443 -0.168 3.631
F1 -3.631 -1.505 3.322
F2 -2.932 -0.145 4.899
F3 -4.695 0.385 3.679
C10 -3.160 1.006 1.462
C11 -2.325 1.471 0.436
C12 -2.964 1.810 -0.888
F4 -2.059 2.192 -1.843
F5 -3.606 0.695 -1.402
F6 -3.908 2.792 -0.792
C13 -0.968 1.503 0.549
O1 2.210 1.082 0.898
C14 3.456 0.552 1.402
C15 3.116 -0.249 2.668
O2 1.677 -0.240 2.787
S1 0.769 2.269 4.147
H1 1.272 5.777 5.156
H2 0.434 4.538 6.111
H3 2.203 4.456 5.895
H4 1.233 5.530 2.659
H5 0.685 3.653 0.822
H6 -0.781 0.057 3.701
H7 -4.240 0.993 1.342
H8 -0.368 1.958 -0.236
H9 3.911 -0.102 0.639
H10 4.147 1.380 1.621
H11 3.441 -1.295 2.589
H12 3.558 0.211 3.565
C16 -4.198 -2.820 0.413
N1 -3.009 -2.397 -0.310
C17 -1.916 -1.824 0.256
C18 -0.990 -1.463 -0.752
C19 0.268 -0.876 -0.562
C20 1.320 -1.140 -1.466
C21 1.574 -2.387 -2.083
N2 2.683 -2.306 -2.867
C22 3.158 -3.379 -3.723
C23 3.188 -1.006 -2.822
C24 2.342 -0.231 -1.998
C25 2.479 1.152 -2.034
C26 3.545 1.714 -2.757
C27 4.417 0.915 -3.502
C28 4.222 -0.474 -3.582
C29 -1.603 -1.860 -2.020
C30 -2.844 -2.454 -1.697
C31 -3.686 -3.026 -2.635
C32 -3.260 -2.992 -3.967
C33 -2.039 -2.394 -4.312
C34 -1.224 -1.795 -3.346
H13 -4.826 -3.393 -0.272
H14 -3.918 -3.443 1.272
H15 -4.764 -1.951 0.780
H16 -1.784 -1.775 1.338
H17 0.505 -0.484 0.435
H18 0.996 -3.303 -1.990
H19 4.113 -3.085 -4.162
H20 3.284 -4.296 -3.135
H21 2.443 -3.593 -4.531
H22 1.744 1.769 -1.528
H23 3.691 2.797 -2.744
H24 5.257 1.369 -4.029
H25 4.846 -1.124 -4.186
H26 -4.630 -3.470 -2.313
H27 -3.892 -3.422 -4.742
H28 -1.726 -2.400 -5.353
H29 -0.295 -1.304 -3.617

Values from the calculation:
Energy: -70620.115 eV
Max |F|: 2.21 eV/Å
Frontier orbital gap: 4.25 eV
Net charge: 0
HOMO level: -5.7 eV

[2]
C34H29Cl3N6O2Pb as an isolated structure. Source: the Open Molecules 2025 dataset; level of theory: ωB97M-V with the def2-TZVPD basis set.

Element x y z (Å)
Pb1 -0.238 -0.190 -0.046
C1 1.254 3.322 -0.775
C2 2.636 2.869 -0.283
C3 3.268 1.726 -1.052
C4 4.631 1.479 -0.904
C5 5.229 0.490 -1.663
C6 4.459 -0.199 -2.587
C7 3.109 0.086 -2.654
N1 2.520 1.011 -1.889
N2 0.048 2.744 -0.142
C8 -0.045 3.117 1.271
C9 -1.069 2.347 2.084
C10 -1.271 2.713 3.411
C11 -2.189 2.016 4.172
C12 -2.935 1.013 3.569
C13 -2.700 0.743 2.236
N3 -1.766 1.366 1.518
C14 -1.135 3.206 -0.869
C15 -1.640 2.287 -1.966
C16 -1.841 2.746 -3.260
C17 -2.471 1.919 -4.179
C18 -2.930 0.680 -3.765
C19 -2.681 0.292 -2.459
N4 -2.029 1.057 -1.589
H1 1.191 4.416 -0.652
H2 1.209 3.094 -1.841
H3 3.327 3.709 -0.374
H4 2.599 2.606 0.776
H5 5.209 2.054 -0.191
H6 6.283 0.272 -1.547
H7 4.884 -0.965 -3.222
H8 2.441 -0.456 -3.312
H9 0.918 2.963 1.755
H10 -0.297 4.187 1.369
H11 -0.690 3.515 3.845
H12 -2.330 2.261 5.216
H13 -3.662 0.440 4.128
H14 -3.273 -0.009 1.705
H15 -1.966 3.269 -0.165
H16 -0.951 4.210 -1.280
H17 -1.513 3.738 -3.543
H18 -2.621 2.253 -5.197
H19 -3.457 0.022 -4.442
H20 -3.026 -0.665 -2.087
Cl1 5.445 -2.410 4.760
C20 4.076 -1.643 4.014
C21 3.563 -2.167 2.842
C22 2.472 -1.560 2.252
Cl2 1.841 -2.233 0.776
C23 1.824 -0.408 2.772
O1 0.811 0.171 2.231
C24 2.426 0.071 3.971
Cl3 1.740 1.503 4.670
C25 3.509 -0.518 4.589
H21 4.013 -3.042 2.395
H22 3.908 -0.105 5.505
O2 -0.518 -1.641 -1.951
C26 -1.253 -2.647 -2.279
C27 -1.315 -3.024 -3.652
C28 -2.056 -4.086 -4.098
C29 -2.794 -4.855 -3.194
C30 -2.772 -4.515 -1.863
C31 -2.031 -3.428 -1.366
C32 -2.051 -3.161 0.065
N5 -1.546 -2.126 0.731
C33 -1.790 -2.336 2.068
C34 -2.464 -3.499 2.230
N6 -2.624 -4.011 0.964
H23 -0.736 -2.419 -4.339
H24 -2.077 -4.332 -5.153
H25 -3.372 -5.705 -3.530
H26 -3.363 -5.121 -1.186
H27 -1.450 -1.631 2.808
H28 -2.836 -4.000 3.106
H29 -3.075 -4.877 0.739

Values from the calculation:
Energy: -91581.477 eV
Max |F|: 0.64 eV/Å
Frontier orbital gap: 7.70 eV
Net charge: 0
HOMO level: -7.1 eV

[3]
C34H29Cl5N2O3P2PdS2 as an isolated structure. Source: the Open Molecules 2025 dataset; level of theory: ωB97M-V with the def2-TZVPD basis set.

Element x y z (Å)
Pd1 0.682 1.177 -0.551
Cl1 2.495 1.160 2.009
C1 3.364 1.324 0.535
C2 2.659 1.336 -0.669
C3 3.424 1.468 -1.831
Cl2 2.688 1.447 -3.383
C4 4.812 1.630 -1.784
Cl3 5.716 1.843 -3.231
C5 5.476 1.648 -0.563
Cl4 7.176 1.883 -0.499
C6 4.747 1.476 0.607
Cl5 5.553 1.501 2.125
O1 -2.257 0.551 2.447
N1 -1.201 0.768 1.842
O2 -0.701 1.879 1.768
C7 -2.732 -2.973 -2.585
O3 -2.107 -1.713 -2.354
C8 -0.960 -1.421 -3.000
S1 -0.229 -2.481 -4.034
S2 -0.398 0.172 -2.679
H1 -3.586 -2.995 -1.909
H2 -2.047 -3.792 -2.372
H3 -3.060 -3.054 -3.621
N2 -0.558 -0.246 1.234
P1 -1.441 -1.639 1.337
C9 -0.479 -2.820 0.388
C10 -0.955 -4.128 0.293
C11 -0.244 -5.073 -0.425
C12 0.939 -4.716 -1.060
C13 1.415 -3.419 -0.968
C14 0.714 -2.471 -0.238
C15 -3.110 -1.543 0.678
C16 -3.424 -0.521 -0.212
C17 -4.702 -0.442 -0.739
C18 -5.662 -1.381 -0.386
C19 -5.346 -2.406 0.495
C20 -4.070 -2.488 1.031
C21 -1.519 -2.298 3.014
C22 -0.451 -3.072 3.467
C23 -0.442 -3.551 4.767
C24 -1.501 -3.267 5.617
C25 -2.565 -2.494 5.171
C26 -2.574 -2.004 3.875
H4 -1.881 -4.411 0.781
H5 -0.618 -6.086 -0.499
H6 1.483 -5.450 -1.640
H7 2.323 -3.131 -1.479
H8 1.098 -1.465 -0.162
H9 -2.662 0.181 -0.527
H10 -4.941 0.346 -1.440
H11 -6.659 -1.316 -0.801
H12 -6.093 -3.139 0.771
H13 -3.836 -3.277 1.734
H14 0.374 -3.302 2.805
H15 0.390 -4.149 5.113
H16 -1.496 -3.644 6.631
H17 -3.386 -2.264 5.836
H18 -3.392 -1.384 3.537
C27 0.012 3.524 -2.954
P2 0.620 3.259 -1.271
C28 -0.630 4.089 -0.251
C29 2.110 4.271 -1.097
C30 2.814 4.747 -2.197
C31 4.028 5.398 -2.018
C32 4.539 5.579 -0.743
C33 3.833 5.115 0.361
C34 2.627 4.459 0.185
H19 0.586 2.960 -3.681
H20 0.050 4.592 -3.174
H21 -1.019 3.172 -2.996
H22 -0.680 5.140 -0.541
H23 -0.379 3.999 0.802
H24 -1.600 3.618 -0.410
H25 2.441 4.589 -3.201
H26 4.579 5.749 -2.881
H27 5.491 6.075 -0.606
H28 4.232 5.247 1.358
H29 2.104 4.057 1.047

Values from the calculation:
Energy: -151189.049 eV
Max |F|: 1.06 eV/Å
Frontier orbital gap: 6.22 eV
Net charge: 0
HOMO level: -7.1 eV

[4]
C34H29GeN2OPdS2 as an isolated structure. Source: the Open Molecules 2025 dataset; level of theory: ωB97M-V with the def2-TZVPD basis set.

Element x y z (Å)
Pd1 0.614 0.301 0.220
C1 0.328 -1.743 -3.547
C2 0.678 -1.297 -2.170
N1 -0.085 -0.502 -1.500
N2 -1.266 -0.100 -2.077
C3 -1.753 0.936 -1.523
S1 -1.065 1.795 -0.181
S2 -3.261 1.739 -1.899
C4 -2.933 2.356 -3.603
C5 -2.658 1.270 -4.599
C6 -3.650 0.361 -4.956
C7 -3.391 -0.619 -5.901
C8 -2.141 -0.693 -6.504
C9 -1.150 0.211 -6.153
C10 -1.405 1.183 -5.194
C11 1.969 -1.694 -1.554
C12 2.381 -3.000 -1.560
C13 3.616 -3.366 -0.999
C14 4.475 -2.403 -0.438
C15 4.104 -1.090 -0.401
C16 2.843 -0.670 -0.963
O1 2.537 0.548 -0.998
H1 -0.741 -1.917 -3.646
H2 0.900 -2.623 -3.829
H3 0.584 -0.934 -4.238
H4 -2.116 3.071 -3.542
H5 -3.852 2.905 -3.817
H6 -4.632 0.426 -4.501
H7 -4.170 -1.315 -6.182
H8 -1.949 -1.443 -7.260
H9 -0.184 0.173 -6.641
H10 -0.636 1.902 -4.933
H11 1.747 -3.766 -1.987
H12 3.911 -4.407 -1.005
H13 5.434 -2.711 -0.042
H14 4.741 -0.316 0.008
C17 -4.294 1.737 4.357
C18 -4.170 0.647 3.502
C19 -2.933 0.319 2.973
C20 -1.817 1.092 3.307
C21 -1.945 2.192 4.158
C22 -3.187 2.508 4.688
Ge1 -0.085 0.610 2.719
C23 1.368 1.824 2.578
C24 2.612 1.438 3.111
C25 3.679 2.312 3.038
C26 3.530 3.541 2.393
C27 2.315 3.914 1.831
C28 1.230 3.059 1.915
C29 0.415 -1.214 2.971
C30 1.582 -1.726 2.382
C31 1.931 -3.055 2.570
C32 1.123 -3.874 3.350
C33 -0.031 -3.372 3.943
C34 -0.397 -2.051 3.742
H15 -5.264 1.987 4.766
H16 -5.038 0.052 3.253
H17 -2.838 -0.531 2.306
H18 -1.085 2.800 4.415
H19 -3.291 3.353 5.355
H20 2.726 0.486 3.615
H21 4.629 2.043 3.478
H22 4.374 4.216 2.334
H23 2.216 4.870 1.336
H24 0.276 3.362 1.503
H25 2.252 -1.076 1.824
H26 2.842 -3.444 2.134
H27 1.399 -4.908 3.507
H28 -0.644 -4.013 4.562
H29 -1.303 -1.668 4.197

Values from the calculation:
Energy: -122405.200 eV
Max |F|: 1.30 eV/Å
Frontier orbital gap (alpha / beta): 5.03 / 5.20 eV
Net charge: +2
Spin multiplicity: 2
HOMO level (alpha / beta): -13.4 / -13.4 eV

[5]
One molecule with the formula C34H29N3O3. Source: the Open Molecules 2025 dataset; level of theory: ωB97M-V with the def2-TZVPD basis set.

Element x y z (Å)
C1 5.701 2.600 -2.173
C2 4.602 1.722 -1.657
C3 3.301 1.908 -2.103
C4 2.248 1.126 -1.647
C5 2.523 0.134 -0.736
C6 3.837 -0.075 -0.302
C7 4.895 0.709 -0.733
C8 6.297 0.489 -0.248
H1 6.328 -0.225 0.569
H2 6.729 1.425 0.103
H3 6.926 0.116 -1.057
N1 3.865 -1.172 0.551
C9 2.638 -1.727 0.734
O1 2.418 -2.749 1.337
C10 1.619 -0.829 -0.021
N2 0.640 -1.524 -0.831
C11 1.123 -2.626 -1.655
C12 0.152 -3.784 -1.404
H4 0.632 -4.753 -1.526
C13 -0.320 -3.532 0.026
H5 -1.255 -4.040 0.251
H6 0.446 -3.848 0.733
C14 -0.443 -2.006 0.045
C15 -0.239 -1.307 1.394
C16 -1.417 -0.696 2.134
O2 -1.230 -0.086 3.163
C17 -2.766 -0.772 1.520
C18 -3.444 0.404 1.305
C19 -4.710 0.409 0.692
C20 -5.404 1.608 0.422
C21 -6.636 1.581 -0.169
C22 -7.229 0.356 -0.516
C23 -6.581 -0.822 -0.268
C24 -5.309 -0.829 0.339
C25 -4.613 -2.025 0.618
C26 -3.370 -2.001 1.183
H7 -2.851 -2.919 1.411
H8 -5.083 -2.967 0.374
H9 -7.036 -1.766 -0.534
H10 -8.204 0.354 -0.980
H11 -7.163 2.500 -0.374
H12 -4.938 2.544 0.692
H13 -2.990 1.342 1.591
H14 0.297 -1.965 2.088
C27 0.719 -0.141 1.029
C28 -0.038 1.057 0.530
C29 -0.892 1.222 -0.538
C30 -1.505 2.457 -0.716
C31 -1.271 3.500 0.165
C32 -0.410 3.348 1.243
C33 0.199 2.120 1.408
N3 1.098 1.718 2.382
C34 1.477 0.417 2.233
O3 2.295 -0.152 2.913
H15 1.402 2.293 3.152
H16 -0.227 4.159 1.931
H17 -1.764 4.449 0.013
H18 -2.178 2.601 -1.547
H19 -1.073 0.415 -1.229
H20 -1.398 -1.709 -0.409
H21 -0.692 -3.721 -2.092
H22 1.135 -2.317 -2.705
H23 2.142 -2.915 -1.374
H24 4.690 -1.533 1.003
H25 1.245 1.288 -2.005
H26 3.101 2.686 -2.825
H27 6.145 3.176 -1.362
H28 5.320 3.294 -2.918
H29 6.491 2.003 -2.627

Values from the calculation:
Energy: -46344.273 eV
Max |F|: 0.75 eV/Å
SMILES: Cc1ccc2c(c1C)NC(=O)[C@]21N2CCC[C@H]2[C@H](C(=O)c2ccc3ccccc3c2)[C@@]12C(=O)Nc1ccccc12
Frontier orbital gap: 8.51 eV
Net charge: 0
HOMO level: -8.2 eV

[6]
C34H29N5O2S6Sm as an isolated structure. Source: the Open Molecules 2025 dataset; level of theory: ωB97M-V with the def2-TZVPD basis set.

Element x y z (Å)
Sm1 -0.248 0.494 -0.196
C1 -1.692 -1.271 -3.459
C2 -1.460 -1.794 -2.064
C3 -0.314 -2.564 -1.808
C4 0.540 -3.019 -2.959
C5 -0.020 -2.982 -0.503
C6 1.243 -3.765 -0.259
C7 -0.921 -2.714 0.538
C8 -0.704 -3.287 1.915
C9 -2.098 -1.995 0.275
C10 -3.096 -1.746 1.376
C11 -2.381 -1.554 -1.031
C12 -3.718 -0.920 -1.335
H1 -2.113 -2.043 -4.109
H2 -0.751 -0.938 -3.896
H3 -2.361 -0.416 -3.465
H4 1.332 -2.305 -3.188
H5 -0.062 -3.141 -3.857
H6 1.005 -3.976 -2.744
H7 1.113 -4.820 -0.516
H8 1.559 -3.718 0.779
H9 2.058 -3.377 -0.865
H10 -0.248 -2.567 2.596
H11 -0.066 -4.166 1.888
H12 -1.650 -3.590 2.359
H13 -3.801 -2.579 1.454
H14 -3.675 -0.845 1.198
H15 -2.614 -1.626 2.342
H16 -3.745 0.149 -1.119
H17 -4.499 -1.387 -0.739
H18 -3.986 -1.057 -2.378
O1 -2.457 1.420 0.444
S1 -2.240 1.617 1.892
O2 -3.295 1.257 2.803
N1 -0.909 0.790 2.049
C13 -0.211 0.561 3.221
C14 -0.532 0.990 4.485
C15 0.302 0.672 5.579
C16 1.448 -0.051 5.416
C17 1.818 -0.491 4.120
C18 3.014 -1.201 3.857
C19 3.329 -1.536 2.575
C20 2.439 -1.178 1.538
N2 1.303 -0.558 1.749
C21 0.991 -0.191 3.026
C22 -1.972 3.353 2.098
C23 -1.541 4.107 1.016
C24 -1.346 5.472 1.171
C25 -1.581 6.068 2.398
C26 -2.030 5.309 3.470
C27 -2.239 3.947 3.322
H19 -1.438 1.548 4.659
H20 0.015 1.022 6.562
H21 2.089 -0.284 6.255
H22 3.673 -1.447 4.682
H23 4.248 -2.050 2.332
H24 2.683 -1.381 0.503
H25 -1.374 3.644 0.051
H26 -1.024 6.059 0.322
H27 -1.429 7.132 2.515
H28 -2.236 5.778 4.423
H29 -2.634 3.362 4.138
S2 6.064 3.731 -3.069
C28 4.787 2.955 -2.345
S3 4.192 1.424 -2.848
C29 2.898 1.258 -1.688
C30 2.742 2.302 -0.836
S4 1.584 2.461 0.470
S5 3.867 3.619 -1.057
S6 1.962 -0.221 -1.743
N3 -1.096 1.644 -2.149
C31 -1.776 2.565 -2.379
C32 -2.656 3.599 -2.611
C33 -4.013 3.259 -2.771
N4 -5.121 2.961 -2.893
C34 -2.210 4.931 -2.599
N5 -1.837 6.022 -2.587

Values from the calculation:
Energy: -130196.785 eV
Max |F|: 1.06 eV/Å
Frontier orbital gap (alpha / beta): 6.09 / 6.13 eV
Net charge: -1
Spin multiplicity: 6
HOMO level (alpha / beta): -4.4 / -4.4 eV